Entry 1:
A molecular structure, C44H50ClN2O3Se4TeTl. Source: OMol25; level of theory: ωB97M-V with the def2-TZVPD basis set.

ORCA input file:
```
! RIJCOSX wB97M-V def2-TZVPD def2/J DEFGRID3
* xyz -2 1
Tl 0.739 -2.138 0.530
Cl -1.034 -7.308 -4.987
C -0.315 -6.347 -3.699
C 1.018 -5.922 -3.816
C 1.583 -5.172 -2.828
C 0.880 -4.798 -1.629
O 1.500 -4.196 -0.706
C -0.491 -5.221 -1.559
C -1.415 -4.924 -0.493
N -1.305 -4.097 0.476
C -2.390 -3.943 1.351
C -3.638 -4.498 1.229
C -4.654 -4.263 2.179
C -4.435 -3.457 3.258
C -3.169 -2.842 3.413
C -2.873 -1.963 4.484
C -1.650 -1.374 4.567
C -0.697 -1.666 3.561
N -0.937 -2.475 2.570
C -2.152 -3.076 2.467
C -1.039 -6.006 -2.595
H 1.583 -6.186 -4.703
H 2.607 -4.832 -2.906
H -2.336 -5.519 -0.594
H -3.883 -5.129 0.383
H -5.619 -4.734 2.035
H -5.210 -3.272 3.992
H -3.640 -1.768 5.227
H -1.395 -0.695 5.369
H 0.290 -1.213 3.590
H -2.069 -6.337 -2.513
C -0.583 4.526 -2.651
C -1.394 3.499 -3.454
C -1.072 3.697 -4.935
C -2.889 3.778 -3.247
C -1.061 2.088 -2.975
C -1.255 1.749 -1.646
C -0.954 0.486 -1.173
Se -1.244 0.105 0.674
C -0.037 1.314 1.501
C -0.555 2.482 2.035
C 0.245 3.391 2.714
C 1.578 3.016 2.888
C 2.135 1.834 2.419
C 1.353 0.984 1.568
O 1.875 0.023 0.899
C 3.611 1.546 2.750
C 4.505 2.392 1.833
C 3.904 1.925 4.213
C 4.017 0.074 2.604
C -0.340 4.715 3.199
C 0.689 5.557 3.953
C -0.839 5.531 1.998
C -1.522 4.455 4.143
C -0.433 -0.539 -1.998
O -0.151 -1.732 -1.554
C -0.244 -0.197 -3.373
C -0.569 1.081 -3.808
C 0.317 -1.242 -4.334
C -0.622 -2.453 -4.389
C 0.460 -0.707 -5.762
C 1.716 -1.676 -3.874
H -0.794 5.541 -3.000
H 0.487 4.336 -2.756
H -0.819 4.479 -1.587
H -1.306 4.725 -5.224
H -1.656 3.027 -5.569
H -0.015 3.519 -5.143
H -3.148 4.785 -3.586
H -3.160 3.694 -2.194
H -3.493 3.057 -3.802
H -1.638 2.481 -0.942
H -1.615 2.673 1.907
H 2.225 3.681 3.441
H 4.292 3.459 1.948
H 4.336 2.121 0.790
H 5.561 2.224 2.065
H 3.793 2.992 4.409
H 4.931 1.650 4.460
H 3.236 1.385 4.886
H 4.008 -0.257 1.572
H 3.354 -0.588 3.165
H 5.024 -0.050 3.013
H 1.546 5.800 3.324
H 1.058 5.040 4.841
H 0.229 6.496 4.276
H -0.024 5.716 1.297
H -1.248 6.492 2.322
H -1.620 4.992 1.458
H -1.201 3.862 5.001
H -2.318 3.906 3.640
H -1.942 5.397 4.507
H -0.414 1.313 -4.850
H -1.600 -2.150 -4.773
H -0.753 -2.896 -3.403
H -0.214 -3.214 -5.058
H -0.501 -0.407 -6.187
H 0.869 -1.499 -6.393
H 1.140 0.146 -5.814
H 1.688 -2.093 -2.872
H 2.396 -0.819 -3.877
H 2.113 -2.435 -4.555
Se 3.452 -5.470 1.446
Se 5.141 -5.574 2.911
Te 2.427 -3.622 4.635
Se 1.680 -4.249 2.398
*
```

HOMO (alpha / beta) (eV): -1.226 / -1.226
Gap between HOMO and LUMO (alpha / beta) (eV): 4.18 / 4.18
ΔE to the lowest compared entry with this formula, charge and spin (kJ/mol): 188.3
Molecular weight (g/mol): 1338.17
E_LUMO (alpha / beta) (eV): 3.0 / 3.0

These are the Mulliken partial charges, in e, on atoms 1 to 5: Tl 1.46; Cl -0.31; C 0.19; C -0.65; C -0.48

Entry 2:
A molecular structure, C44H51BCoF5N8OS4. Source: OMol25; level of theory: ωB97M-V with the def2-TZVPD basis set.

ORCA input file:
```
! RIJCOSX wB97M-V def2-TZVPD def2/J DEFGRID3
* xyz 1 4
Co 1.601 0.128 0.486
C 0.633 -4.255 -2.382
C -0.294 -3.123 -2.091
C -1.446 -2.890 -2.780
C -2.276 -1.784 -2.460
N -1.963 -0.981 -1.484
N -0.835 -1.203 -0.816
B -0.531 -0.309 0.403
N -1.038 -1.060 1.655
N -2.122 -1.806 1.485
C -2.641 -2.413 2.519
C -2.076 -2.257 3.804
C -0.959 -1.490 3.983
C -0.303 -1.285 5.306
C -0.414 -0.887 2.820
S 1.012 0.048 2.792
C -3.870 -3.259 2.213
C -4.328 -4.057 3.432
C -4.999 -2.320 1.766
C -3.525 -4.227 1.072
N -1.244 1.028 0.220
N -2.354 1.287 0.912
C -3.061 2.324 0.563
C -2.687 3.122 -0.552
C -1.549 2.864 -1.251
C -1.081 3.665 -2.419
C -0.767 1.770 -0.790
S 0.752 1.303 -1.401
C -4.313 2.634 1.363
C -4.441 1.692 2.558
C -5.532 2.455 0.446
C -4.247 4.083 1.865
C 0.030 -2.199 -1.056
S 1.453 -2.232 -0.123
C -3.582 -1.505 -3.190
C -3.960 -0.027 -3.059
C -4.670 -2.370 -2.532
C -3.475 -1.866 -4.674
H 0.254 -4.875 -3.192
H 0.767 -4.871 -1.490
H 1.624 -3.877 -2.644
H -1.721 -3.546 -3.595
H -2.521 -2.761 4.652
H -0.770 -1.903 6.072
H -0.374 -0.236 5.604
H 0.759 -1.527 5.248
H -4.634 -3.407 4.256
H -3.550 -4.734 3.792
H -5.192 -4.663 3.159
H -5.299 -1.655 2.580
H -5.872 -2.903 1.466
H -4.678 -1.706 0.922
H -2.716 -4.902 1.363
H -3.214 -3.682 0.179
H -4.400 -4.832 0.824
H -3.319 3.954 -0.840
H -1.799 4.440 -2.678
H -0.927 3.015 -3.283
H -0.117 4.127 -2.197
H -4.479 0.651 2.236
H -5.359 1.923 3.101
H -3.598 1.802 3.242
H -5.603 1.424 0.092
H -5.490 3.114 -0.424
H -6.445 2.690 0.996
H -3.364 4.244 2.486
H -5.130 4.302 2.468
H -4.225 4.803 1.045
H -4.096 0.259 -2.016
H -4.893 0.157 -3.594
H -3.186 0.613 -3.490
H -4.787 -2.103 -1.480
H -4.422 -3.433 -2.591
H -5.627 -2.218 -3.037
H -2.630 -1.361 -5.149
H -4.384 -1.554 -5.190
H -3.372 -2.941 -4.834
F 6.182 3.459 5.205
C 5.234 3.214 4.317
C 5.123 1.953 3.753
F 5.971 0.990 4.112
C 4.138 1.703 2.822
F 4.063 0.481 2.320
C 3.235 2.699 2.417
S 2.029 2.439 1.218
C 3.372 3.961 3.020
F 2.546 4.944 2.688
C 4.353 4.222 3.951
F 4.466 5.428 4.502
C 6.955 -0.249 -3.564
N 5.583 -0.042 -3.122
N 5.316 0.188 -1.783
C 3.986 -0.066 -1.533
O 3.470 0.207 -0.435
C 3.454 -0.579 -2.753
C 4.461 -0.562 -3.678
C 4.469 -1.051 -5.082
C 6.147 1.029 -0.989
C 6.556 2.267 -1.468
C 7.360 3.069 -0.672
C 7.736 2.640 0.594
C 7.313 1.404 1.067
C 6.518 0.590 0.273
H 7.599 -0.299 -2.690
H 7.292 0.572 -4.196
H 7.039 -1.187 -4.110
H 2.431 -0.880 -2.904
H 3.449 -1.150 -5.447
H 4.947 -2.031 -5.146
H 5.007 -0.367 -5.738
H 6.238 2.591 -2.452
H 7.689 4.033 -1.039
H 8.366 3.268 1.211
H 7.619 1.063 2.048
H 6.180 -0.377 0.622
*
```

HOMO (alpha / beta) (eV): -9.864 / -9.966
Gap between HOMO and LUMO (alpha / beta) (eV): 7.25 / 5.57
Molecular weight (g/mol): 1000.95
<S²>: 3.969
E_LUMO (alpha / beta) (eV): -2.6 / -4.4

These are the Mulliken partial charges, in e, on atoms 1 to 5: Co -0.23; C -1.75; C 0.18; C -0.51; C -0.12

Entry 3:
A molecular structure, C44H51N3O3PtSTe. Source: OMol25; level of theory: ωB97M-V with the def2-TZVPD basis set.

ORCA input file:
```
! RIJCOSX wB97M-V def2-TZVPD def2/J DEFGRID3
* xyz 3 2
Pt 0.506 1.161 0.464
C 2.735 -0.796 -0.398
C 4.142 -1.454 -0.312
N 4.949 -0.769 0.683
C 4.325 -0.899 1.987
C 2.901 -0.269 1.958
N 2.643 0.291 0.609
C 3.675 1.312 0.309
C 5.081 0.633 0.340
H 1.928 -1.501 -0.192
H 2.553 -0.349 -1.375
H 4.648 -1.402 -1.276
H 4.062 -2.504 -0.031
H 4.948 -0.396 2.726
H 4.275 -1.954 2.255
H 2.821 0.547 2.677
H 2.119 -1.000 2.166
H 3.593 2.105 1.054
H 3.463 1.731 -0.674
H 5.719 1.119 1.077
H 5.566 0.717 -0.632
C -3.245 -1.775 -6.463
C -2.772 -2.039 -5.068
C -1.427 -1.927 -4.728
C -0.974 -2.199 -3.445
C 0.493 -2.094 -3.132
C -1.918 -2.584 -2.486
Te -1.234 -3.063 -0.566
N -0.510 -0.423 -0.126
C -1.724 -0.460 0.275
O -2.409 -1.611 0.190
C -2.442 0.714 0.815
C -2.093 1.949 0.248
C -2.639 3.123 0.756
C -3.541 3.052 1.810
C -3.914 1.820 2.338
C -3.367 0.643 1.844
C -2.001 -5.014 -0.447
C -2.289 -5.671 -1.638
C -2.536 -7.033 -1.593
C -2.530 -7.697 -0.374
C -2.280 -7.013 0.806
C -2.025 -5.646 0.797
C -1.838 -4.880 2.075
C -3.290 -2.695 -2.774
C -4.369 -3.077 -1.801
C -3.679 -2.413 -4.077
H -2.417 -1.570 -7.138
H -3.924 -0.920 -6.481
H -3.801 -2.631 -6.848
H -0.711 -1.639 -5.488
H 1.079 -2.047 -4.047
H 0.859 -2.959 -2.572
H 0.693 -1.196 -2.541
H -1.587 1.951 -0.713
H -2.410 4.081 0.307
H -3.989 3.957 2.199
H -4.644 1.780 3.136
H -3.646 -0.317 2.258
H -2.290 -5.150 -2.586
H -2.740 -7.571 -2.508
H -2.732 -8.759 -0.341
H -2.300 -7.542 1.750
H -1.695 -5.549 2.920
H -2.711 -4.259 2.290
H -0.959 -4.224 2.028
H -4.043 -3.165 -0.768
H -4.819 -4.030 -2.084
H -5.156 -2.323 -1.812
H -4.730 -2.491 -4.328
C -0.575 0.268 4.615
C 0.111 1.010 3.519
O -0.024 0.540 2.367
C 0.937 2.173 3.818
C 1.379 2.999 2.781
C 2.230 4.056 3.006
C 2.651 4.305 4.311
C 2.209 3.513 5.362
C 1.348 2.455 5.126
H -1.239 -0.483 4.196
H -1.132 0.953 5.254
H 0.171 -0.227 5.242
H 0.964 2.789 1.793
H 2.551 4.691 2.192
H 3.322 5.130 4.510
H 2.538 3.723 6.370
H 1.018 1.844 5.955
C 0.457 3.286 -3.528
S 1.612 2.705 -2.289
O 0.767 1.650 -1.529
C 1.738 4.154 -1.273
C 2.909 4.894 -1.377
C 3.012 6.083 -0.667
C 1.959 6.507 0.133
C 0.798 5.747 0.240
C 0.682 4.561 -0.467
H -0.467 3.597 -3.044
H 0.286 2.473 -4.229
H 0.931 4.128 -4.035
H 3.723 4.559 -2.009
H 3.910 6.680 -0.746
H 2.040 7.440 0.675
H -0.019 6.091 0.860
H -0.226 3.973 -0.416
*
```

HOMO (alpha / beta) (eV): -15.280 / -15.387
Gap between HOMO and LUMO (alpha / beta) (eV): 6.21 / 6.13
ΔE to the lowest compared entry with this formula, charge and spin (kJ/mol): 62.0
Molecular weight (g/mol): 1024.65
<S²>: 0.757
E_LUMO (alpha / beta) (eV): -9.1 / -9.3

These are the Mulliken partial charges, in e, on atoms 1 to 5: Pt 3.22; C -0.01; C -0.97; N -0.14; C -1.09

no.,calculated total energy (eV)
1,-341460.1428
2,-155653.1632
3,-78416.2919